172
Properties=species:S:1:pos:R:3:forces:R:3 method="wB97M-V/def2-TZVPD" orbital_gap_ev=4.113 spin_multiplicity=1 lumo_energy_ev=1.998 homo_ev=-2.1 charge=-1
O 1.19933 0.87434 0.65045 2.089 -0.107 0.307
O -1.85089 -0.28941 -0.52011 -2.672 4.274 0.998
C 3.27097 2.16673 1.57656 -0.186 0.237 -0.065
C 5.25213 0.99421 -6.94203 -0.068 -0.105 0.137
C -2.87873 2.20812 -1.18955 -1.253 -0.351 2.788
C -2.57365 0.38920 3.88815 -0.009 -1.157 0.385
C 12.43996 1.79564 6.77117 0.094 0.095 0.039
C -6.73070 -2.06971 -10.67216 -0.018 -0.131 0.079
C -2.25718 0.04833 8.58388 0.101 -0.133 -0.016
C 3.64099 0.39504 -5.24463 0.069 -0.022 -0.091
C -2.41319 -1.01551 9.47206 0.157 -0.031 -0.125
C 8.83996 -2.97598 -9.97288 0.097 0.118 0.035
C -2.52185 -5.65727 13.38666 0.090 0.149 0.054
C -2.09032 1.23932 -6.86426 0.042 0.108 -0.046
C -3.09684 -1.34713 -4.28944 -0.219 0.016 -0.024
C 10.34777 -0.71433 -9.34929 -0.076 -0.129 -0.040
C 8.74967 -2.40675 -8.70298 0.121 0.097 -0.124
C 9.50168 -1.27349 -8.39202 0.006 -0.099 -0.167
C -8.15320 5.00450 -2.12221 -0.087 0.110 -0.012
C -2.61858 0.91315 -0.16423 -2.248 2.747 1.367
C -3.70854 -1.45659 -5.53790 -0.127 -0.048 0.117
C 10.44504 -1.28911 -10.61622 -0.138 -0.091 0.131
C -9.54912 7.36968 -2.61230 0.110 -0.158 0.015
C 8.66297 -0.65371 3.54483 -0.059 0.183 0.053
C -0.31869 2.03934 -8.86394 -0.106 -0.029 0.109
C -8.39457 7.07760 -3.33909 -0.086 -0.109 0.160
C 7.35578 -0.16879 3.49348 0.152 0.066 0.065
C -3.36010 1.06599 1.32556 -0.011 1.845 -1.212
C -7.44402 -3.15140 -11.18798 0.067 -0.018 0.196
C -7.08207 -4.36857 -9.13294 0.022 0.129 -0.113
C 7.08828 1.15253 3.85034 0.129 -0.038 0.026
C 5.95222 -0.18592 -6.69311 -0.117 0.031 0.071
C -8.58062 -4.79986 3.69980 0.212 -0.018 0.007
C -6.31869 -4.47679 2.91542 -0.083 -0.037 0.091
C 9.43581 1.50896 4.29504 -0.144 -0.098 -0.044
C -4.24422 2.41381 1.75812 1.302 0.355 -3.844
C -3.83892 -0.93093 -3.18373 -0.022 -0.013 -0.037
C -3.28772 -0.11635 2.49822 -1.301 0.733 -0.114
C -0.48804 -1.15032 7.45723 -0.114 0.024 0.143
C 0.17150 1.57112 -7.64515 -0.191 -0.001 -0.025
C -2.58062 1.71627 -8.07956 0.245 -0.018 -0.010
C 14.04504 3.48252 6.12784 -0.134 -0.081 0.127
C -1.98207 -5.72547 14.67070 0.026 0.128 -0.095
C 2.66951 0.93248 0.63573 0.480 -0.159 0.517
C -5.82850 -4.94500 4.13420 -0.199 -0.014 -0.014
C 13.10168 3.49813 8.35204 0.000 -0.105 -0.176
C -1.29613 -0.01916 7.57556 -0.007 -0.121 0.114
C 12.34967 2.36487 8.04107 0.123 0.108 -0.118
C 5.49350 -1.07889 -5.72515 -0.135 0.207 -0.040
C 9.68887 -2.41901 -10.92886 0.002 0.093 0.175
C -2.34402 -4.50829 12.61566 0.075 -0.017 0.215
C -7.69427 -4.40251 2.69829 0.036 -0.073 0.181
C 13.94777 4.05730 7.39477 -0.075 -0.134 -0.033
C -1.63070 -3.42661 13.13147 -0.017 -0.111 0.076
C -6.18766 -2.13930 -9.38953 -0.109 -0.179 -0.057
C -3.77917 3.51718 -0.77800 0.726 -2.420 2.091
C -5.79976 -0.71934 -4.57928 0.171 -0.037 0.022
C -4.88755 -0.46631 2.83848 -0.119 0.233 -1.842
C -8.09032 -5.27681 4.91509 0.102 0.054 -0.110
C -6.36082 -3.29053 -8.62064 -0.067 0.023 -0.158
C -5.05901 -1.14083 -5.68376 0.078 0.009 0.147
C -1.08766 -3.49619 14.41411 -0.100 -0.174 -0.042
C -4.46659 3.66150 0.71856 2.351 -3.846 -1.201
C -1.69427 2.11361 -9.08107 0.045 -0.076 0.162
C -9.31074 5.29386 -1.39930 0.077 0.138 -0.143
C 4.68425 2.78465 1.01472 0.073 0.285 0.100
C -0.71481 1.16861 -6.64581 -0.034 0.064 -0.177
C 0.70048 -0.40663 0.09752 -1.731 0.256 -1.160
C -1.26082 -4.64743 15.18300 -0.082 0.040 -0.189
C -0.63778 -2.21016 8.35116 -0.095 0.124 0.007
C -5.19036 -0.61879 -3.32890 0.042 -0.047 -0.200
C 4.09758 1.28629 -6.21524 0.128 -0.199 0.003
C 4.33596 -0.78953 -5.00223 0.076 0.058 -0.114
C -10.00571 6.47843 -1.64169 0.127 -0.035 -0.092
C -7.62185 -4.30038 -10.41697 0.095 0.158 0.058
C -6.71481 -5.34751 5.13354 -0.057 0.066 -0.179
C -3.98427 4.70373 -1.89142 -0.756 -1.285 0.306
C -7.69448 5.89747 -3.09018 -0.139 0.039 0.057
C -0.49224 0.02487 -0.98548 3.622 -0.648 -0.367
C -1.60137 -2.14421 9.35709 -0.004 0.174 -0.112
C 9.70206 0.18495 3.94710 -0.166 0.073 0.000
C 8.12791 1.99219 4.24898 0.056 -0.194 -0.041
C 13.28887 2.35261 5.81519 0.003 0.094 0.175
H -0.33311 0.80006 -5.69728 -0.067 0.050 -0.111
H 3.12639 1.02991 -0.45554 -1.128 -0.111 1.947
H -3.65250 1.77755 -8.24697 0.122 -0.015 0.035
H -3.04103 5.39281 -1.98850 -1.948 -1.323 0.214
H -0.33962 -0.59035 -1.99621 -0.662 1.113 2.115
H -3.36359 -0.85027 -2.20973 -0.001 0.004 -0.138
H -4.96676 5.29360 -1.59788 2.226 -0.956 -0.550
H 0.23519 -1.05830 0.95720 0.425 1.351 -1.268
H -7.60921 4.08325 -1.93089 -0.050 0.132 -0.014
H -3.41035 0.41721 4.73622 1.877 0.233 -1.766
H -5.36257 0.31000 3.57952 1.020 -1.733 -1.229
H 8.87094 -1.68479 3.27147 -0.033 0.145 0.029
H -2.79472 -1.11035 2.12618 -0.763 2.250 0.379
H -3.16574 -0.96491 10.25404 0.080 -0.005 -0.086
H -6.85126 -0.47079 -4.69310 0.111 -0.033 0.002
H 5.60609 1.68659 -7.70100 -0.030 -0.086 0.099
H -4.75570 2.49650 2.82972 1.367 -0.385 -2.570
H 9.76154 -2.86494 -11.91735 -0.014 0.064 0.141
H -10.90456 6.70698 -1.07426 0.132 -0.036 -0.087
H -2.76222 -4.45585 11.61428 0.035 -0.014 0.133
H -2.78085 0.92321 -6.08636 0.142 0.087 -0.136
H 11.84883 0.91665 6.52656 0.075 0.134 0.040
H 11.10844 -0.85648 -11.35994 -0.092 -0.050 0.095
H -5.62809 -4.16862 2.13423 -0.108 -0.033 0.129
H 3.47059 1.78398 2.66636 -0.533 0.631 -1.996
H -8.78085 -5.59292 5.69300 0.099 0.057 -0.107
H -8.07613 -4.03541 1.74933 0.070 -0.040 0.139
H -5.11865 4.61737 0.99260 1.615 -2.349 -0.651
H -1.99923 1.40697 3.80645 -1.182 -2.058 0.064
H -2.07613 2.48072 -10.03003 0.054 -0.042 0.117
H -6.33311 -5.71607 6.08207 -0.052 0.058 -0.132
H -8.18098 -5.14207 -10.81719 0.078 0.117 0.056
H 10.72046 -0.19357 3.98863 -0.125 0.048 -0.021
H -6.79100 5.67305 -3.65165 -0.135 0.020 0.093
H -0.29967 1.14898 -1.24614 -0.691 -1.903 0.590
H 9.42776 -0.82685 -7.40401 0.016 -0.061 -0.133
H 10.24634 2.16359 4.60308 -0.093 -0.069 -0.022
H -6.59704 -1.17185 -11.27059 -0.012 -0.141 0.091
H 10.93251 0.16979 -9.10730 -0.091 -0.141 -0.033
H 4.64766 3.94174 1.18789 0.276 -2.104 -0.375
H 6.54644 -0.82086 3.17647 0.102 0.112 0.038
H 11.69318 1.92667 8.78789 0.078 0.066 -0.117
H -7.22292 -5.26302 -8.53126 0.035 0.139 -0.090
H -3.13205 -1.78749 -6.39817 -0.066 0.066 0.096
H 14.70844 3.91514 5.38412 -0.096 -0.051 0.094
H 0.37191 2.34750 -9.64513 -0.097 -0.041 0.117
H -0.00349 -3.08871 8.26328 -0.102 0.128 0.003
H 13.36154 1.90668 4.82670 -0.016 0.062 0.133
H 13.02776 3.94477 9.34004 0.010 -0.061 -0.141
H -5.53455 -1.22299 -6.65759 0.044 0.038 0.141
H -3.08098 -6.49897 12.98645 0.083 0.122 0.057
H 8.09318 -2.84495 -7.95617 0.071 0.069 -0.106
H 7.91952 3.02287 4.52374 0.025 -0.147 -0.049
H -8.04061 7.76999 -4.09806 -0.038 -0.089 0.109
H 6.06876 1.52851 3.81695 0.153 -0.069 -0.016
H -1.82926 -0.48065 4.21630 -1.383 2.071 -0.618
H -5.05960 -1.58813 3.12427 0.385 2.225 -0.097
H 3.55459 2.20825 -6.40566 0.074 -0.108 0.043
H 6.85570 -0.41034 -7.25459 -0.140 0.038 0.043
H -2.88573 0.93060 8.67696 0.090 -0.141 -0.028
H -5.62980 -1.29718 -8.98859 -0.058 -0.112 -0.073
H 8.24883 -3.85497 -10.21749 0.092 0.135 0.045
H -0.52980 -2.65408 14.81504 -0.078 -0.120 -0.069
H -5.93464 -3.34658 -7.62267 -0.065 0.006 -0.128
H -5.44889 -0.30324 1.79777 1.015 -0.474 2.306
H 3.97688 -1.48622 -4.24986 0.034 0.138 -0.073
H -1.49704 -2.52874 12.53304 -0.004 -0.135 0.080
H 14.53251 4.94141 7.63675 -0.088 -0.138 -0.038
H 2.50451 3.06626 1.67419 1.413 -2.059 -0.378
H 3.09673 -0.06469 1.08337 -0.780 1.698 -0.929
H 2.74214 0.62359 -4.67720 0.155 -0.055 -0.046
H -1.72008 -2.97185 10.05147 0.034 0.098 -0.109
H 6.03749 -2.00014 -5.53383 -0.074 0.118 -0.012
H -9.66982 4.59717 -0.64692 0.065 0.092 -0.095
H 5.62874 2.37069 1.58403 -1.903 0.735 -1.146
H -2.38207 2.09046 -2.26841 -1.304 0.551 2.581
H -4.75685 -4.99753 4.30503 -0.144 0.017 -0.032
H -0.83464 -4.70347 16.18096 -0.064 0.010 -0.132
H -2.12292 -6.61991 15.27237 0.029 0.130 -0.096
H -2.04292 -1.58679 -4.17748 -0.133 0.030 0.029
H 0.25831 -1.20486 6.66938 -0.115 0.019 0.104
H -7.86222 -3.09896 -12.18935 0.048 -0.002 0.130
H -1.17627 0.80896 6.88205 -0.031 -0.146 0.075
H -9.65250 -4.73857 3.53238 0.141 -0.013 0.020
H -10.09211 8.29164 -2.80272 0.071 -0.125 0.027
H 4.85339 2.59702 -0.13172 -0.474 0.307 2.199
H -4.22941 4.16469 -2.92162 0.735 1.258 2.073
H -5.76891 -0.29603 -2.46677 0.128 -0.019 -0.112
H 1.24315 1.51859 -7.47433 -0.128 -0.027 -0.023